(1)
Computed, not measured: a structure of composition H5N2OP, with wB97M-V/def2-TZVPD.

Last column: Mulliken charge in e.
Geometry (Å):
N (-1.16962, 0.48645, -0.95635)  -0.601
N (0.25522, -1.06434, 0.60735)  -0.481
O (2.20799, 0.59811, -0.39250)  -0.662
P (0.00267, 0.42220, 0.17291)  0.427
H (-0.96187, -0.36536, -1.48150)  0.338
H (-0.76521, 1.27110, -1.46836)  0.309
H (-0.30280, -1.49796, 1.33115)  0.275
H (1.24944, -0.94423, 0.92446)  0.310
H (-0.51582, 1.09402, 1.26284)  0.083

Forces on atoms 1 to 2 (eV/Å):
0.13 0.14 -0.75
1.53 -2.80 1.92

Calculated values
gap between HOMO and LUMO (alpha / beta)	8.70 / 8.72	eV
ΔE to the lowest compared entry with this formula, charge and spin	134.1	kcal per mole


(2)
Computed, not measured: a structure of composition C41H40N2O2P2SSn, with wB97M-V/def2-TZVPD.

Last column: Mulliken charge in e.
Geometry (Å):
Sn (-0.44369, -0.02026, 0.21908)  1.269
O (1.65768, 2.23172, -0.13352)  -0.558
C (0.51858, 2.40182, -0.62400)  -0.130
O (-0.08043, 1.51855, -1.33312)  -0.841
C (-0.28027, 3.58066, -0.20657)  0.577
C (-0.19468, 4.82879, -0.80711)  -0.296
C (-1.02002, 5.85603, -0.37933)  -0.774
C (-1.92326, 5.64041, 0.65231)  -0.638
C (-2.01372, 4.39539, 1.25643)  -0.910
C (-1.19526, 3.36137, 0.81878)  0.728
S (-1.35717, 1.79974, 1.68051)  -0.448
H (0.51228, 4.98891, -1.61107)  0.562
H (-0.95713, 6.82847, -0.84772)  0.442
H (-2.56016, 6.44532, 0.99353)  0.442
H (-2.69678, 4.22438, 2.07939)  0.516
C (3.62146, -2.24604, 0.39341)  -1.322
N (2.34950, -1.49594, 0.40733)  1.201
P (2.27598, 0.28027, 0.16038)  1.501
C (2.99768, 0.76311, 1.75447)  0.988
C (4.37813, 0.69218, 1.94715)  -0.432
C (4.91130, 0.91720, 3.20777)  -0.944
C (4.08020, 1.22206, 4.27527)  -0.703
C (2.70880, 1.30787, 4.08255)  -0.790
C (2.16908, 1.07108, 2.82873)  -0.261
C (3.49850, 0.52362, -1.13990)  0.445
C (4.25446, 1.69989, -1.13764)  -0.752
C (5.24870, 1.87745, -2.08315)  -0.768
C (5.48515, 0.89686, -3.03914)  -0.581
C (4.70418, -0.24887, -3.07035)  -0.746
C (3.70760, -0.43571, -2.12616)  -0.460
P (0.92444, -2.34449, 0.50955)  -0.085
C (1.15611, -3.93936, -0.30388)  1.296
C (1.13383, -5.13015, 0.41667)  -0.813
C (1.31390, -6.33354, -0.24967)  -0.738
C (1.50478, -6.35061, -1.62360)  -0.657
C (1.52608, -5.16116, -2.34271)  -1.037
C (1.34442, -3.95662, -1.68683)  -0.060
C (0.55803, -2.67426, 2.24812)  0.789
C (1.43862, -2.34916, 3.27412)  -0.643
C (1.06744, -2.58509, 4.59049)  -0.790
C (-0.17497, -3.13115, 4.87944)  -0.629
C (-1.06356, -3.43816, 3.85560)  -0.818
C (-0.70315, -3.20463, 2.53942)  -0.296
H (4.46000, -1.55575, 0.38859)  0.438
H (3.70818, -2.89954, -0.47426)  0.408
H (3.70064, -2.86346, 1.29108)  0.337
H (5.04125, 0.47489, 1.12211)  0.345
H (5.98205, 0.85502, 3.35070)  0.480
H (4.50245, 1.39819, 5.25568)  0.447
H (2.05779, 1.56081, 4.90904)  0.517
H (1.09606, 1.13917, 2.69183)  0.066
H (4.06324, 2.46434, -0.39770)  0.533
H (5.83986, 2.78331, -2.07650)  0.450
H (6.27652, 1.03046, -3.76442)  0.430
H (4.87234, -0.99747, -3.83298)  0.478
H (3.09141, -1.32593, -2.15950)  0.221
H (0.98951, -5.11862, 1.48880)  0.427
H (1.30610, -7.25979, 0.30913)  0.464
H (1.63770, -7.29326, -2.13736)  0.441
H (1.68028, -5.17720, -3.41353)  0.474
H (1.35794, -3.02661, -2.24720)  0.253
H (2.40201, -1.90814, 3.04825)  0.269
H (1.75350, -2.34613, 5.39241)  0.468
H (-0.45564, -3.31722, 5.90755)  0.434
H (-2.03254, -3.86158, 4.08562)  0.462
H (-1.38558, -3.43714, 1.72581)  0.466
C (-6.09542, 0.54243, -0.71900)  -0.849
N (-4.79178, 1.00298, -0.17419)  0.111
C (-3.90898, 1.50507, -1.26192)  -0.629
C (-4.11059, -0.03928, 0.69174)  -0.930
C (-3.53264, -1.19109, -0.08633)  1.328
C (-4.33719, -2.30064, -0.35947)  -0.435
C (-3.87477, -3.35966, -1.12182)  -0.919
C (-2.60074, -3.30926, -1.66663)  -0.773
C (-1.78142, -2.22941, -1.37098)  -0.794
C (-2.21793, -1.18452, -0.56320)  -0.209
H (-6.56854, 1.35225, -1.26971)  0.338
H (-6.75211, 0.23391, 0.09132)  0.346
H (-5.92385, -0.29333, -1.39172)  0.428
H (-4.97742, 1.79288, 0.44456)  0.345
H (-3.72297, 0.70410, -1.97147)  0.363
H (-2.95876, 1.83700, -0.84432)  0.068
H (-4.39395, 2.33358, -1.77264)  0.462
H (-4.84884, -0.39178, 1.41108)  0.697
H (-3.32294, 0.48801, 1.22291)  -0.426
H (-5.33892, -2.34524, 0.05414)  0.534
H (-4.51129, -4.21577, -1.30150)  0.454
H (-2.23509, -4.10998, -2.29634)  0.490
H (-0.78470, -2.20444, -1.79719)  0.853

Forces on atoms 1 to 2 (eV/Å):
-0.27 0.16 -1.21
-0.13 0.46 -0.18

Calculated values
total charge	+2
gap between HOMO and LUMO	6.97	eV


(3)
Computed, not measured: a cluster of 9 separate species, C21H48N4O5 in total, with wB97M-V/def2-TZVPD.

Last column: Mulliken charge in e.
Geometry (Å):
C (-0.83384, -0.28999, 0.41494)  -0.490
O (-0.19090, 0.53412, -0.53451)  -0.445
H (-1.83102, -0.44562, 0.06929)  0.362
H (-0.21414, -1.18488, 0.53892)  -0.164
H (-0.93001, 0.21821, 1.35717)  0.291
H (-0.65795, 1.37393, -0.61825)  0.343
C (-2.80120, 0.07356, -2.89927)  -0.400
O (-3.23953, 1.33223, -3.32964)  -0.524
H (-1.87560, 0.02162, -2.36735)  -0.018
H (-3.57956, -0.48935, -2.35951)  0.346
H (-2.75762, -0.50090, -3.83411)  0.309
H (-3.32041, 1.96533, -2.62089)  0.284
C (-2.32644, 3.45934, 0.70436)  -0.743
O (-1.34420, 2.91762, -0.21458)  -0.383
H (-2.52111, 4.47834, 0.36836)  0.302
H (-3.31557, 3.01216, 0.60464)  0.309
H (-1.98906, 3.40957, 1.73930)  0.290
H (-0.62351, 3.52287, -0.24872)  0.090
C (2.52664, -1.39973, -1.89837)  -0.587
O (2.11203, -0.03383, -2.05247)  -0.490
H (1.69888, -2.03669, -1.60716)  0.162
H (2.91933, -1.75621, -2.84339)  0.405
H (3.30895, -1.51443, -1.14995)  0.191
H (1.24508, 0.11250, -1.58567)  0.304
C (0.15302, 6.06235, -1.40962)  -0.573
O (0.43065, 5.49489, -0.14017)  -0.482
H (-0.70051, 5.55121, -1.81464)  0.240
H (0.00477, 7.15659, -1.31598)  0.299
H (0.97916, 6.04070, -2.15302)  0.284
H (1.20187, 5.97922, 0.15441)  0.268
C (-4.36496, -0.42434, 2.80147)  -0.880
C (-4.23305, -0.12991, 4.35264)  -0.548
C (-2.75110, 0.11676, 4.72106)  -0.412
C (-2.33545, 1.41946, 4.31807)  0.330
N (-2.04083, 2.47392, 3.99712)  -0.519
H (-5.34942, -0.86102, 2.60997)  0.364
H (-3.56115, -1.07561, 2.46737)  0.245
H (-4.21374, 0.48555, 2.21010)  0.168
H (-4.61268, -0.94790, 4.90897)  0.377
H (-4.96512, 0.67249, 4.56689)  0.327
H (-2.13308, -0.64053, 4.28373)  0.240
H (-2.63365, 0.09475, 5.79804)  0.299
C (3.35920, 0.03899, 4.18277)  -1.063
C (4.04888, -1.00705, 3.24611)  -0.665
C (3.16594, -1.21696, 1.95795)  -0.148
C (1.92808, -1.94283, 2.20533)  0.323
N (0.87802, -2.36667, 2.44810)  -0.541
H (2.39355, -0.39120, 4.62697)  0.245
H (3.04913, 0.94045, 3.62852)  0.285
H (3.94925, 0.32801, 5.03020)  0.374
H (4.07532, -1.97479, 3.72244)  0.330
H (5.07215, -0.74210, 3.00936)  0.406
H (3.76537, -1.75218, 1.27115)  0.248
H (2.94114, -0.23914, 1.48746)  0.293
C (-0.52127, 2.84863, -4.11367)  -1.052
C (0.09297, 1.46346, -4.19737)  0.984
C (1.38622, 1.36423, -4.87208)  -0.063
C (1.35327, 1.77743, -6.32596)  0.011
N (1.51420, 1.99321, -7.45758)  -0.505
H (-1.33964, 2.83045, -3.39844)  0.158
H (-0.66921, 3.19140, -5.12209)  0.448
H (0.20377, 3.59885, -3.71309)  0.228
H (-0.62937, 0.87259, -4.77769)  0.197
H (0.11717, 1.00724, -3.20723)  -0.825
H (1.62245, 0.32133, -5.02181)  0.208
H (2.24171, 1.81834, -4.30981)  0.354
C (2.79250, -5.25544, -0.18479)  -0.972
C (1.81492, -5.48875, 0.98871)  -0.044
C (0.40691, -5.38692, 0.49343)  -0.125
C (-0.13262, -6.72563, 0.09814)  0.031
N (-0.47362, -7.78453, -0.13075)  -0.410
H (2.58667, -6.05681, -0.94683)  0.311
H (3.84922, -5.35665, 0.02051)  0.375
H (2.59286, -4.28214, -0.61990)  0.091
H (1.98232, -4.64564, 1.65437)  -0.051
H (2.11083, -6.40485, 1.53038)  0.379
H (0.36018, -4.80814, -0.43379)  0.106
H (-0.22245, -4.81454, 1.24137)  0.306

Forces on atoms 1 to 2 (eV/Å):
0.61 0.40 -0.29
0.93 -0.39 -0.57

Calculated values
gap between HOMO and LUMO	10.45	eV
ΔE to the lowest compared entry with this formula, charge and spin	47.2	kcal per mole
structure (SMILES)	CCCC#N.CCCC#N.CCCC#N.CCCC#N.CO.CO.CO.CO.CO


Sequential max |F| output: 6.26, 1.47, 2.62 eV/A